Below is C4H8N2O in the gas phase in a non-equilibrium geometry, with properties calculated with ωB97M-V with the def2-TZVPD basis set.

```
! wB97M-V def2-TZVPD RIJCOSX def2/J DEFGRID3
* xyz 0 1
C -0.7310 -2.4324 -0.1575
C -0.2074 -1.3702 0.3721
N -0.5980 0.0325 0.0612
C 0.3645 1.0380 0.5104
C 1.3658 1.3974 -0.5592
N -1.8672 0.2546 -0.2384
O -2.1952 1.4494 -0.3376
H -0.4008 -3.4262 0.3089
H -1.4230 -2.3659 -0.9875
H 0.3763 -1.4982 1.1797
H 0.7807 0.6713 1.3699
H -0.2880 1.8884 0.9847
H 1.0018 1.0090 -1.4166
H 1.5112 2.4762 -0.5659
H 2.3103 0.8762 -0.5243
*
```

The energy above the lowest of the compared OMol25 structures with the same formula, charge and spin is 4.879 eV. The HOMO energy comes out at -9.3021 eV. The SMILES is C=CN(CC)N=O.